Entry 1:
The following is a quantum chemistry calculation of one molecule with the formula C7H10 at a distorted geometry, from the OMol25 dataset.

CARTESIAN COORDINATES (ANGSTROEM)
C -1.19009 0.74301 0.18197
C -2.43468 0.29826 0.15418
C 0.94241 -0.47006 -0.08688
C -0.02322 -0.01480 0.70180
C 0.14894 -0.01940 2.18592
C 1.75866 -0.05629 -2.37862
C 0.85227 -0.59418 -1.57042
H -0.95054 1.68589 -0.30318
H -2.66394 -0.70446 0.50515
H -3.32474 0.83399 -0.15152
H 1.92577 -0.70542 0.31094
H 0.48757 0.91467 2.64917
H -0.77294 -0.21368 2.74592
H 0.87561 -0.75211 2.52272
H 2.57884 0.57492 -2.07926
H 1.73534 -0.31092 -3.43620
H 0.05477 -1.20942 -1.95169

Results
E_LUMO in eV: 0.97
SMILES string: C=C/C=C(/C)C=C



Entry 2:
The following is a quantum chemistry calculation of a 10-piece molecular cluster, C60H140 overall at a distorted geometry, from the OMol25 dataset.

CARTESIAN COORDINATES (ANGSTROEM)
C 2.48983 -5.23846 -1.83914
C 4.00935 -5.47796 -1.79326
C 4.43403 -6.61595 -0.83083
C 5.87195 -7.08008 -1.12058
C 6.45645 -8.34925 -0.37546
C 7.89183 -8.54989 -0.72968
H 2.05736 -4.89107 -0.90086
H 1.99367 -6.19166 -2.02174
H 2.21195 -4.60823 -2.68395
H 4.24503 -5.76267 -2.81869
H 4.62589 -4.63257 -1.48778
H 3.79312 -7.49760 -0.82436
H 4.33368 -6.26138 0.19499
H 5.84552 -7.46873 -2.13859
H 6.55539 -6.23911 -1.00316
H 6.42265 -8.17923 0.70066
H 5.91611 -9.28830 -0.49518
H 8.44388 -7.80033 -0.16268
H 8.31493 -9.50908 -0.43129
H 7.97909 -8.34952 -1.79755
C 2.77357 -0.41488 -4.85705
C 2.93580 -1.91315 -5.11194
C 4.13246 -2.36646 -5.98511
C 4.74805 -3.75935 -5.68246
C 5.84631 -4.11173 -6.69012
C 5.29540 -4.33708 -8.12957
H 2.13190 -0.13863 -4.02036
H 2.42339 0.20352 -5.68351
H 3.76031 0.03163 -4.73422
H 3.18550 -2.43278 -4.18689
H 2.00606 -2.28967 -5.53844
H 4.99205 -1.71597 -5.82364
H 3.88710 -2.33912 -7.04679
H 5.00984 -3.70199 -4.62592
H 4.19406 -4.69800 -5.69326
H 6.57820 -3.30400 -6.69260
H 6.51736 -4.89974 -6.34833
H 4.52734 -5.10531 -8.04007
H 4.79859 -3.46535 -8.55544
H 6.10041 -4.63028 -8.80345
C -5.15693 7.06666 4.99506
C -4.85492 6.59594 3.52915
C -5.90681 5.59858 2.94974
C -5.69029 5.11907 1.46120
C -4.43027 4.33053 1.05175
C -4.44336 3.96715 -0.39521
H -4.49685 7.86933 5.32387
H -5.09433 6.17745 5.62233
H -6.16402 7.48253 5.02546
H -4.77007 7.56943 3.04622
H -3.83419 6.21376 3.54142
H -6.89912 6.02985 3.08175
H -5.94258 4.65439 3.49319
H -6.59954 4.55025 1.26675
H -5.74603 6.09609 0.98117
H -3.54239 4.81939 1.45271
H -4.51957 3.47460 1.72070
H -3.44216 3.61468 -0.64310
H -5.16629 3.21138 -0.70229
H -4.75575 4.88200 -0.89876
C -1.72906 1.34845 1.77775
C -0.83050 0.33939 0.99555
C -0.70678 0.70801 -0.50161
C 0.27825 -0.05981 -1.34268
C 0.18441 -1.56844 -1.27931
C -1.19315 -2.21764 -1.58899
H -2.03663 0.95532 2.74674
H -2.70830 1.48443 1.31872
H -1.20502 2.28232 1.98113
H 0.20250 0.30523 1.34176
H -1.31654 -0.63611 1.01158
H -0.46299 1.75884 -0.65786
H -1.69514 0.52516 -0.92329
H 0.32260 0.19849 -2.40070
H 1.25666 0.19015 -0.93242
H 0.82658 -2.05904 -2.01078
H 0.57862 -1.94045 -0.33363
H -1.96971 -2.19284 -0.82451
H -1.75728 -1.66413 -2.33964
H -1.07643 -3.20418 -2.03756
C -0.73077 4.64200 -1.91274
C -0.76988 4.68680 -0.43211
C 0.56392 4.81129 0.25343
C 0.45271 5.18280 1.74326
C 0.14732 6.68198 1.95631
C -0.15143 7.04110 3.36899
H -1.68138 4.68285 -2.44451
H -0.25957 3.76212 -2.35079
H -0.15209 5.44879 -2.36254
H -1.44833 5.49275 -0.15242
H -1.22014 3.74935 -0.10572
H 1.12857 5.55350 -0.31083
H 1.14135 3.89112 0.16424
H -0.34398 4.57969 2.17871
H 1.36104 5.00797 2.31985
H 0.82287 7.35562 1.42909
H -0.78234 6.91806 1.43852
H -0.83781 6.29182 3.76341
H 0.71770 7.24206 3.99536
H -0.70912 7.97703 3.40210
C -2.70188 -0.55555 4.97242
C -2.84333 -1.60542 3.88095
C -4.17414 -1.54610 3.02188
C -4.09174 -2.03250 1.54406
C -5.24149 -1.65684 0.57554
C -5.13088 -0.21138 -0.02717
H -1.72912 -0.68504 5.44681
H -3.40687 -0.66572 5.79641
H -2.82779 0.46161 4.60143
H -1.98891 -1.56500 3.20534
H -2.77493 -2.58741 4.34907
H -4.63548 -0.55896 2.99320
H -4.91703 -2.16516 3.52485
H -3.16586 -1.67868 1.09055
H -3.96728 -3.11454 1.58642
H -5.03532 -2.31073 -0.27182
H -6.19120 -1.91510 1.04400
H -4.12590 -0.01583 -0.40115
H -5.88365 -0.16796 -0.81428
H -5.26731 0.61261 0.67320
C 0.37221 -3.36656 3.36510
C -0.74929 -4.41539 2.89389
C -0.42632 -5.03004 1.53421
C -1.41657 -6.16817 1.32714
C -1.09193 -7.04133 0.07344
C -1.38578 -6.31684 -1.30292
H 0.48512 -2.64779 2.55349
H 1.39155 -3.71679 3.52753
H 0.05315 -2.82391 4.25495
H -0.94116 -5.18080 3.64584
H -1.67524 -3.84183 2.85224
H 0.59154 -5.28070 1.23549
H -0.54122 -4.33325 0.70392
H -1.33451 -6.85028 2.17337
H -2.39692 -5.71777 1.17177
H -0.04082 -7.31048 0.17754
H -1.77924 -7.87863 0.19439
H -1.08605 -6.94605 -2.14099
H -2.43122 -6.16248 -1.56997
H -0.94224 -5.32117 -1.29757
C -1.80290 1.89823 -8.16645
C -0.58550 1.74130 -7.19617
C -0.96983 1.03871 -5.91353
C -1.87218 1.88322 -5.00489
C -2.89612 1.03252 -4.24170
C -3.49361 1.81647 -3.10517
H -2.66191 2.21504 -7.57497
H -2.20617 0.96551 -8.56076
H -1.60208 2.52945 -9.03209
H 0.24749 1.24721 -7.69628
H -0.24021 2.73874 -6.92415
H -0.07526 1.00842 -5.29150
H -1.29076 0.00161 -6.01110
H -1.21477 2.36340 -4.28008
H -2.49636 2.62685 -5.50037
H -3.65540 0.64013 -4.91818
H -2.46417 0.19782 -3.68959
H -4.05476 1.13296 -2.46797
H -2.66819 2.25371 -2.54340
H -4.23794 2.46966 -3.56059
C 4.68657 -0.34127 -1.76430
C 5.75569 -0.50715 -0.62905
C 5.96704 0.71915 0.27839
C 4.69585 1.09144 1.06995
C 4.10799 -0.04798 1.85768
C 2.97343 0.46337 2.75236
H 3.72461 -0.06493 -1.33257
H 4.49860 -1.25822 -2.32283
H 5.00529 0.45564 -2.43620
H 5.52160 -1.37068 -0.00645
H 6.64990 -0.67288 -1.22990
H 6.40157 1.54234 -0.28875
H 6.78089 0.55144 0.98381
H 4.87873 1.90204 1.77535
H 3.94484 1.54019 0.41977
H 3.62717 -0.75420 1.18079
H 4.84436 -0.66993 2.36665
H 3.44298 1.08443 3.51520
H 2.37807 1.20288 2.21688
H 2.39687 -0.37813 3.13649
C -1.61622 5.60638 7.01402
C -2.52775 4.34869 7.08636
C -2.90399 3.59812 5.77575
C -1.67541 3.32025 4.80319
C -0.59233 2.52437 5.50480
C 0.68061 2.24156 4.78126
H -0.72934 5.36302 6.42891
H -1.32931 5.81178 8.04532
H -2.11718 6.46209 6.56136
H -2.03588 3.65460 7.76784
H -3.41603 4.56878 7.67847
H -3.56398 4.24709 5.20011
H -3.47470 2.72076 6.08011
H -1.95533 2.77336 3.90283
H -1.24902 4.24236 4.40821
H -0.37039 2.95045 6.48322
H -1.03202 1.55531 5.74078
H 0.33819 1.62977 3.94665
H 1.03691 3.18235 4.36161
H 1.44615 1.72884 5.36364

Results
E_LUMO in eV: 0.74
SMILES string: CCCCCC.CCCCCC.CCCCCC.CCCCCC.CCCCCC.CCCCCC.CCCCCC.CCCCCC.CCCCCC.CCCCCC



Entry 3:
The following is a quantum chemistry calculation of C5H6N2 as an isolated structure, from the OMol25 dataset.

CARTESIAN COORDINATES (ANGSTROEM)
N -0.81939 1.68139 1.20740
C -0.01331 1.33144 2.00858
C -0.24885 -0.09342 0.99376
C -1.06548 -0.43078 -0.27884
C 0.28600 -0.77145 -0.88371
C 1.17915 0.38839 -0.83644
N 1.04068 -0.41964 0.38255
H -0.47229 -0.75961 1.82295
H -1.62488 0.36599 -0.76752
H -1.71424 -1.29218 -0.10916
H 0.51974 -1.68521 -1.42200
H 0.76337 1.39526 -0.84603
H 2.16949 0.28982 -1.27153

Results
E_LUMO in eV: 0.91



Ordered E_HOMO results: -8.792; -10.543; -9.939; unit eV.
Ordered electronic energy results: -272.641423; -2369.924387; -303.460060; unit hartree.
Ordered energy above the lowest of the compared OMol25 structures with the same formula, charge and spin results: 201.1; 398.7; 462.1; unit kJ/mol.